Formula: C5H6O2
Source: the OMol25 dataset
Level of theory: ωB97M-V/def2-TZVPD

Each line ends with the Mulliken charge.
CARTESIAN COORDINATES (ANGSTROEM)
O -2.33041 -0.33720 -0.13100  -0.5394
C -1.10750 -0.85683 0.31548  -0.4580
C 0.05060 0.09944 0.11581  0.0957
C -0.11919 1.50377 0.35206  -0.0197
O -1.16986 2.00737 0.74559  -0.6178
C 1.34216 -0.36526 -0.22359  -0.0705
C 2.46683 -0.79744 -0.53041  -0.4537
H -2.39249 0.55027 0.26497  0.3604
H -1.14925 -1.12019 1.38759  0.2315
H -0.92770 -1.78749 -0.23374  0.3411
H 1.16338 0.05820 -1.28258  0.3605
H 0.76921 2.14433 0.16616  0.3479
H 3.40424 -1.09897 -0.94633  0.4220

Forces on atoms 1 to 3 (eV/Å):
O -0.05 0.16 0.07
C 0.27 -0.23 0.01
C -0.08 0.06 0.15

Properties
- HOMO (alpha / beta) (Ha) = -0.301 / -0.301
- M (g/mol) = 98.10
- orbital gap (alpha / beta) (Eh) = 0.278 / 0.279
- E (Eh) = -344.39689
- max |F| (hartree/bohr) = 0.00932
- energy above the lowest of the compared OMol25 structures with the same formula, charge and spin (kcal/mol) = 128.7